The following is a DFT calculation (ωB97M-V/def2-TZVPD) of a cluster of 2 separate species, C2H9ClN2Si in total.

- E (eV) = -25597.5011
- HOMO-LUMO gap (alpha / beta) (eV) = 8.00 / 7.76

XYZ file:
```
15
Properties=species:S:1:pos:R:3:forces:R:3:nbo_charge:R:1
H 0.431272 1.290249 -1.516195 3.2 0.7 -0.1 0.347
H 2.387646 2.296886 0.760633 1.3 2.3 2.7 0.306
H 0.946038 -0.790961 0.836824 -0.7 0.5 0.5 0.239
H -0.064150 -1.814637 -1.234188 -1.2 0.0 0.6 0.227
H -0.932683 -2.406634 0.153301 -0.2 -0.9 1.6 0.227
H 2.540592 2.241658 -0.922456 0.4 0.6 0.6 0.310
Si -1.114207 0.135869 -0.146364 1.8 -4.2 1.8 1.586
N -0.466116 0.990665 -1.420872 -3.3 0.2 -1.0 -0.836
H -1.863063 -1.991781 -1.327524 0.3 -0.3 0.2 0.228
C -1.038992 -1.743668 -0.639899 0.3 2.1 -3.6 -1.048
H 0.307326 0.543836 1.773676 1.7 3.5 2.3 0.203
C 0.065015 -0.304405 1.320825 -1.8 -2.9 -1.3 -1.058
H -0.401876 -1.000885 2.092002 0.4 0.8 -1.2 0.232
Cl -2.979084 0.702525 0.321168 -0.7 0.5 0.2 -0.353
N 2.182276 1.851281 -0.050935 -1.5 -2.8 -3.4 -0.610
```
Positions in Å, forces in eV/Å.

=====

The following is a DFT calculation (ωB97M-V/def2-TZVPD) of a structure of composition C2H9ClO4P2Sb.

- E (eV) = -48044.4849
- charge = -1
- HOMO-LUMO gap (eV) = 7.67

XYZ file:
```
19
Properties=species:S:1:pos:R:3:forces:R:3:nbo_charge:R:1
Sb 0.668213 -1.448572 0.390874 2.4 -1.6 0.4 0.905
H 0.620382 1.427158 0.012823 1.6 -1.3 1.1 0.253
H 1.602502 0.886781 1.638495 -0.4 -0.3 -2.4 0.247
C 1.365721 0.666860 0.500538 2.2 2.4 -0.7 -0.912
O -2.204858 1.937267 -1.694754 -0.7 -3.2 5.1 -1.057
O -1.768162 1.601941 1.052869 -0.5 -2.4 -1.4 -0.984
H 0.262115 -3.168047 0.225955 -0.3 0.3 0.1 -0.211
O -3.996075 0.455128 -0.232437 2.9 -0.8 0.9 -0.973
C 2.822020 0.751407 -0.298714 3.7 -3.1 4.9 0.542
H -0.281374 -1.307121 1.866518 -0.5 0.4 0.0 -0.264
H -4.030133 -0.472842 0.175010 0.2 1.9 -0.9 0.492
H -0.663250 -0.610508 -2.384301 -0.5 0.6 1.1 0.069
H 1.685960 -1.620759 -1.048414 -0.3 0.1 -0.2 -0.239
P -1.255763 -0.893052 -1.076350 -1.4 -0.5 -0.8 -0.401
O 3.931015 0.183064 0.229073 -7.1 4.0 -4.1 -0.581
Cl 2.824401 1.699539 -1.903392 0.2 -1.1 1.6 -0.106
H 2.064887 -1.909724 1.346542 -0.1 0.2 0.1 -0.201
P -2.307686 0.913907 -0.453590 -0.6 3.6 -3.4 1.914
H -1.339915 0.907573 1.653253 -0.8 1.0 -1.3 0.509
```
Positions in Å, forces in eV/Å.

=====

The following is a DFT calculation (ωB97M-V/def2-TZVPD) of an isolated molecule of C2H9F2N3O2P2.

- E (eV) = -34800.0087
- SMILES string = CO[P@@](=N)(F)NCOP(N)F
- HOMO-LUMO gap (eV) = 10.56

XYZ file:
```
20
Properties=species:S:1:pos:R:3:forces:R:3:nbo_charge:R:1
H -4.108529 -0.800778 1.537309 0.4 -0.1 -1.0 0.421
H -0.107236 1.644388 -0.903883 -0.7 0.4 2.0 0.212
O 1.022234 -0.885675 -0.197576 0.7 0.0 1.9 -0.780
P 1.881273 0.330813 0.374508 -1.0 2.3 -1.6 2.369
N 0.706183 1.301954 1.077652 -1.3 -1.1 0.5 -1.001
O -1.600021 0.778689 0.370236 -0.8 -0.4 0.2 -0.881
F 1.938254 1.319869 -0.978025 0.4 -1.5 1.0 -0.602
H -0.809331 2.568804 0.580035 -0.2 2.0 0.0 0.171
H 3.635916 0.924973 1.356137 0.8 1.2 0.6 0.389
C 1.602110 -1.772796 -1.098664 1.4 -0.1 -3.1 -0.277
C -0.464860 1.666508 0.190741 0.1 -2.0 -1.0 0.111
N 3.279154 0.095683 0.966628 -1.6 -1.6 -0.6 -1.294
H 1.752424 -1.154906 -1.979414 -0.1 -0.2 -0.7 0.183
F -2.589450 -0.291899 -1.548671 -1.4 0.5 0.9 -0.595
H 1.007184 -2.616109 -1.436982 -0.7 0.2 0.7 0.201
H 0.389288 1.019211 2.042085 0.5 0.4 -1.5 0.415
N -3.580149 -0.809824 0.657798 -0.7 0.5 0.4 -1.215
P -3.242480 0.523844 -0.244149 4.1 0.2 -0.4 1.553
H 2.618275 -2.171151 -0.992008 -0.1 0.2 1.4 0.202
H -3.330230 -1.671604 0.226234 0.2 -0.8 0.3 0.419
```
Positions in Å, forces in eV/Å.

=====

The following is a DFT calculation (ωB97M-V/def2-TZVPD) of an isolated molecule of C2H9FN4O2P4.

- E (eV) = -52148.2803
- HOMO-LUMO gap (eV) = 9.60

XYZ file:
```
22
Properties=species:S:1:pos:R:3:forces:R:3:nbo_charge:R:1
N -0.418494 -0.454073 -0.054405 0.0 0.7 1.1 -1.438
O -2.992090 -0.462794 -0.287561 1.5 1.6 -0.3 -0.795
C 1.708733 2.918455 -0.375505 0.1 -2.0 0.4 -0.268
C -3.579933 -1.102698 0.808394 -0.4 -1.8 -1.0 -0.263
H -2.919650 -1.142579 1.668983 -0.3 0.4 0.5 0.170
O 2.812535 2.013661 -0.129847 -1.0 -1.6 -0.4 -0.796
H 1.119369 -3.344538 0.129142 -1.2 3.2 -0.2 0.452
F 3.746052 -0.178478 -0.497597 -0.3 0.1 -0.2 -0.585
H 2.539650 0.001488 1.801824 1.5 0.1 2.0 0.413
H -1.525938 0.924226 -1.293819 -0.6 0.5 0.6 -0.050
P 0.460012 -1.135221 1.292935 0.8 0.7 -1.0 1.380
P 0.063210 -1.509490 -1.296962 -0.5 -0.6 1.3 1.823
H 1.438870 2.868549 -1.411145 -0.6 -0.1 -0.6 0.187
N 1.873638 -0.093832 1.111504 -2.8 -0.8 -1.7 -1.298
P 2.259760 0.444084 -0.433265 2.1 1.1 0.3 1.567
P -1.738482 0.603283 0.098488 -0.7 -0.9 -2.2 1.069
H -3.682708 -2.174826 0.494877 -0.3 0.8 0.4 0.190
H 0.893090 2.650937 0.311095 -0.1 0.4 -0.3 0.174
N 0.664614 -2.335965 0.082862 1.8 -3.8 -0.9 -1.316
H -4.559210 -0.643470 0.903381 -0.1 -0.2 0.9 0.193
N -0.256894 -1.703522 -2.732440 0.3 0.0 0.4 -1.010
H 2.093874 3.856807 -0.190949 0.5 2.1 0.6 0.201
```
Positions in Å, forces in eV/Å.